DFT (ωB97M-V with the def2-TZVPD basis set) results for 8 unconnected molecules or ions with the total composition H16O8.

Properties
Relative energy (zero: lowest compared OMol25 entry of this formula, charge and spin)   49.44 kcal/mol
Calculated total energy   -611.50383 a.u.
2S+1   1
SMILES   O.O.O.O.O.O.O.O
Total charge   0

Atoms and positions in Å:
O1 10.63300 23.49100 22.86600
H1 10.79200 22.91600 23.61100
H2 9.65700 23.52300 22.89500
O2 10.57700 20.98800 24.53800
H3 11.52900 20.90900 24.57100
H4 10.17000 20.54400 25.29000
O3 15.45000 21.50000 21.06800
H5 15.08500 20.65800 20.71000
H6 15.01100 22.13100 20.54900
O4 13.17800 21.06900 22.98600
H7 12.47000 21.39000 22.41600
H8 13.91800 21.25100 22.40300
O5 12.75400 18.34500 22.89400
H9 11.92700 18.38500 23.41500
H10 12.84600 19.31200 22.73900
O6 11.39900 21.70300 21.06300
H11 10.95100 21.05600 21.63500
H12 11.13800 22.51200 21.53800
O7 9.98500 19.59400 22.13800
H13 9.18100 20.08400 22.02600
H14 10.22800 19.80300 23.03700
O8 16.60500 19.08900 23.16800
H15 16.55000 19.87200 22.60000
H16 17.47200 18.75700 23.07800